(1)
{
  "formula": "C36H27N6PPd",
  "method": "ωB97M-V/def2-TZVPD",
  "elements": ["Pd", "P", "N", "N", "N", "N", "N", "N", "C", "C", "C", "C", "C", "C", "C", "C", "C", "C", "C", "C", "C", "C", "C", "C", "C", "C", "C", "C", "C", "C", "C", "C", "C", "C", "C", "C", "C", "C", "C", "C", "C", "C", "C", "C", "H", "H", "H", "H", "H", "H", "H", "H", "H", "H", "H", "H", "H", "H", "H", "H", "H", "H", "H", "H", "H", "H", "H", "H", "H", "H", "H"],
  "xyz": [[-0.63, -1.45, -1.49], [1.85, -1.53, -0.62], [-1.44, -0.69, -3.24], [0.92, -2.57, 3.42], [-4.53, 6.03, 1.64], [-1.79, -0.03, -0.73], [-0.50, -1.91, 0.53], [-2.88, 0.44, -5.32], [4.11, -2.61, 0.68], [1.05, -3.69, 2.70], [4.50, -1.79, -1.54], [-1.39, -1.23, -4.47], [3.03, 0.85, 0.07], [1.75, 2.39, -1.84], [-0.37, -0.81, 2.62], [5.49, -2.50, 0.92], [-0.74, -3.36, 0.89], [6.32, -1.89, 0.01], [-1.71, 0.18, 0.62], [-1.73, -3.01, 3.15], [-3.74, 5.28, 2.43], [-3.24, 4.05, 2.05], [-3.06, 1.97, -1.13], [0.81, -3.54, 1.27], [5.82, -1.52, -1.25], [-0.99, -0.81, 1.29], [-4.42, 4.36, -0.04], [-2.12, -0.66, -5.49], [-2.39, 1.33, 1.13], [-1.78, -3.60, 1.92], [3.57, -2.15, -0.53], [2.65, 3.00, -0.97], [1.05, -1.42, 2.42], [-3.54, 3.57, 0.77], [3.28, 2.23, 0.00], [2.05, 0.26, -0.74], [-4.83, 5.61, 0.40], [-2.97, 0.92, -4.10], [0.97, -2.03, 0.99], [-2.98, 2.25, 0.24], [-0.75, -2.02, 3.58], [1.42, 1.03, -1.70], [-2.27, 0.40, -3.04], [-2.39, 0.81, -1.61], [-0.69, -2.02, -4.62], [-0.48, 0.15, 3.17], [1.92, -0.79, 2.58], [4.15, -1.60, -2.57], [0.67, 0.62, -2.39], [-5.40, 6.31, -0.20], [3.96, 2.70, 0.72], [-3.49, 2.72, -1.83], [-3.54, 5.69, 3.42], [-2.47, -4.43, 1.79], [7.32, -1.64, 0.28], [6.44, -1.14, -2.07], [-4.71, 4.02, -1.04], [-2.48, 3.56, 2.65], [2.99, 4.01, -1.14], [-2.33, 1.51, 2.19], [-1.03, -3.89, -0.03], [-3.66, 1.78, -4.02], [1.31, -4.23, 0.56], [1.10, -4.68, 3.20], [5.90, -2.88, 1.85], [3.58, 0.28, 0.83], [1.35, 2.88, -2.72], [-2.43, -3.29, 3.95], [-0.77, -1.69, 4.64], [3.46, -3.06, 1.40], [-2.14, -1.04, -6.51]],
  "de_lowest_kj_mol": 398.7,
  "gap_ev": [3.80, 5.59],
  "charge": 2,
  "total_energy_ev": -59458.693,
  "spin_multiplicity": 3,
  "homo_ev": [-12.13, -13.33]
}

=====

(2)
{
  "formula": "CH10O4",
  "method": "ωB97M-V/def2-TZVPD",
  "elements": ["O", "O", "O", "O", "C", "H", "H", "H", "H", "H", "H", "H", "H", "H", "H"],
  "xyz": [[0.27, 0.05, 1.68], [0.66, 2.09, -0.42], [0.71, -1.82, -0.24], [0.02, 0.05, -2.15], [-1.16, -0.02, 1.50], [-0.01, 1.66, -0.95], [0.19, -0.65, -1.47], [0.61, -1.30, 0.57], [1.44, 1.79, -0.87], [-1.62, 0.71, 2.14], [-0.32, -0.38, -2.94], [-1.40, 0.23, 0.47], [0.53, 0.88, 1.22], [1.55, -2.26, -0.26], [-1.48, -1.03, 1.73]],
  "smiles": "CO.O.O.O",
  "de_lowest_kj_mol": 6.0,
  "gap_ev": 11.37,
  "charge": 0,
  "total_energy_ev": -9389.371,
  "homo_ev": -10.68
}

=====

(3)
{
  "formula": "C2H14O5",
  "method": "ωB97M-V/def2-TZVPD",
  "elements": ["O", "O", "O", "O", "O", "C", "C", "H", "H", "H", "H", "H", "H", "H", "H", "H", "H", "H", "H", "H", "H"],
  "xyz": [[-1.88, -1.58, -1.76], [0.89, -1.79, -1.42], [1.96, 0.13, 0.29], [-0.90, 1.26, -2.00], [1.28, 2.67, -0.51], [-1.06, -1.08, 3.46], [-0.65, 0.17, 3.28], [-0.95, -1.69, -2.02], [-1.72, -1.57, 2.76], [-2.19, -2.44, -1.46], [-0.84, -1.59, 4.39], [1.21, -1.28, -0.65], [0.29, 0.52, 3.68], [-1.18, 0.76, 2.55], [2.87, -0.07, 0.06], [-1.36, 0.43, -1.82], [1.25, -2.68, -1.38], [0.70, 2.44, -1.23], [-1.61, 1.84, -2.29], [1.85, 1.09, 0.13], [0.97, 3.46, -0.06]],
  "smiles": "C=C.O.O.O.O.O",
  "de_lowest_kj_mol": 120.4,
  "gap_ev": 10.14,
  "charge": 0,
  "total_energy_ev": -12537.909,
  "homo_ev": -9.50
}

=====

(4)
{
  "formula": "C12H30CdN2O8S2",
  "method": "ωB97M-V/def2-TZVPD",
  "elements": ["Cd", "S", "S", "O", "O", "O", "O", "O", "O", "O", "O", "N", "N", "C", "C", "C", "C", "C", "C", "C", "C", "C", "C", "C", "C", "H", "H", "H", "H", "H", "H", "H", "H", "H", "H", "H", "H", "H", "H", "H", "H", "H", "H", "H", "H", "H", "H", "H", "H", "H", "H", "H", "H", "H", "H"],
  "xyz": [[-0.10, 0.73, -0.10], [0.40, 3.34, 0.12], [-2.37, -0.30, -2.58], [1.16, 2.12, 0.59], [-3.52, -0.99, -1.95], [-0.71, 2.68, -0.63], [1.18, 4.10, -0.85], [-2.75, 0.97, -3.19], [-0.19, 4.08, 1.23], [-1.74, -1.23, -3.55], [-1.36, -0.06, -1.49], [-1.29, 0.10, 1.66], [1.70, -0.29, -1.16], [2.67, -0.61, -0.11], [-2.47, 0.94, 1.31], [-0.65, 0.79, 2.81], [-1.69, -1.26, 2.05], [-1.98, -2.15, 0.85], [1.33, -1.47, -1.96], [-3.54, 1.17, 2.37], [1.41, 1.33, -3.05], [0.73, 0.29, 3.26], [2.25, -1.78, 0.78], [2.34, 0.75, -2.00], [2.41, -2.10, -2.86], [1.24, 0.69, -3.92], [-1.35, 0.55, 3.62], [0.47, 1.74, -2.69], [1.96, -2.53, -3.75], [2.35, -2.75, 0.30], [-0.51, 1.87, 2.72], [1.47, 0.62, 2.53], [2.53, 1.63, -1.38], [2.88, 0.27, 0.51], [1.91, 2.23, -3.44], [3.28, 0.40, -2.43], [3.21, -1.42, -3.17], [0.89, -0.79, 3.35], [1.19, -1.69, 1.05], [-2.60, -1.24, 2.66], [-1.06, -2.46, 0.36], [-3.20, 1.80, 3.20], [0.93, 0.78, 4.21], [-4.04, 0.26, 2.71], [2.94, -2.88, -2.32], [3.66, -0.85, -0.54], [0.86, -2.26, -1.37], [-2.60, -1.65, 0.09], [-3.00, 0.54, 0.44], [-2.10, 1.85, 0.83], [2.87, -1.71, 1.67], [-2.56, -3.03, 1.15], [0.51, -1.16, -2.61], [-0.94, -1.65, 2.74], [-4.40, 1.69, 1.94]],
  "de_lowest_kj_mol": 33.6,
  "gap_ev": 6.02,
  "charge": -2,
  "total_energy_ev": -58527.325,
  "homo_ev": -1.32
}